Entry 1:
56
Properties=species:S:1:pos:R:3:forces:R:3 method="wB97M-V/def2-TZVPD" gap_ev=5.4 homo_energy_ev=-1.33 charge=-2 total_energy_ha=-3046.24329 relative_energy_kj_mol=26.4
Pt -1.75254 -0.98881 0.99139 -0.37 -0.82 -0.30
C -5.99332 -4.70887 -4.16347 0.02 -0.02 0.00
C -5.27815 -3.49270 -3.63517 -0.03 0.03 0.02
C -5.15264 -3.28130 -2.26145 0.01 -0.01 -0.02
C -4.48154 -2.17743 -1.76551 0.00 0.00 0.00
C -3.92781 -1.25901 -2.65179 0.06 -0.02 0.06
C -4.03562 -1.45410 -4.01634 -0.05 0.03 -0.03
C -4.71404 -2.56661 -4.50277 0.01 -0.01 0.00
S -3.02253 0.12024 -1.96157 -0.26 -0.19 0.03
O -3.88530 0.68116 -0.96195 0.03 0.02 -0.09
O -2.65131 0.95488 -3.08510 0.04 -0.02 -0.02
N -1.79202 -0.60829 -1.25677 0.07 0.37 0.18
C -0.67722 -0.97123 -1.96232 0.12 -0.05 -0.01
C -0.43558 -0.91245 -3.32872 -0.03 0.03 -0.04
C 0.80939 -1.28673 -3.86356 0.04 -0.03 0.00
C 1.84555 -1.72283 -3.08454 -0.04 0.03 0.01
C 1.64047 -1.83146 -1.68819 -0.03 -0.02 -0.04
C 2.63936 -2.25666 -0.78717 0.02 -0.02 0.03
C 2.35312 -2.36012 0.54301 0.03 -0.07 -0.06
C 1.05582 -2.05987 0.98811 -0.08 -0.08 -0.05
N 0.10609 -1.65470 0.17484 0.31 0.51 0.12
C 0.38365 -1.49719 -1.14656 -0.07 -0.13 -0.01
H -6.73607 -5.06923 -3.45046 0.00 0.00 0.00
H -5.29338 -5.52791 -4.35005 0.00 0.00 0.00
H -6.50238 -4.49184 -5.10410 0.00 0.00 0.00
H -5.58239 -3.99939 -1.57092 -0.01 0.01 0.00
H -4.36378 -2.01384 -0.69951 0.02 0.00 0.00
H -3.60399 -0.72330 -4.68789 0.01 0.00 0.01
H -4.80117 -2.71533 -5.57447 -0.01 0.00 0.00
H -1.18642 -0.51900 -3.99476 -0.02 0.01 0.04
H 0.94417 -1.20234 -4.93689 0.02 0.00 0.00
H 2.81065 -1.97718 -3.50625 0.00 0.00 0.00
H 3.62870 -2.48444 -1.16904 0.00 0.00 0.01
H 3.10270 -2.65991 1.26304 0.00 0.00 0.00
H 0.77463 -2.15170 2.02708 0.02 0.08 0.02
S 2.08018 6.73558 3.01058 0.02 0.03 0.01
C 2.11094 5.08921 2.65524 -0.12 -0.06 0.00
S 0.93168 4.36204 1.62202 0.09 0.03 0.06
C 1.62716 2.74623 1.86202 0.02 -0.07 -0.05
N 2.65934 2.79969 2.66733 0.08 0.03 -0.02
N 2.92649 4.10511 3.08952 0.00 0.03 -0.07
C 4.04843 4.21077 3.95126 0.00 0.01 0.07
C 4.48589 3.05281 4.60044 -0.03 0.02 0.03
C 5.59223 3.09715 5.43091 -0.01 -0.01 0.01
C 6.28616 4.28339 5.62934 0.01 0.00 -0.01
C 5.85132 5.42814 4.98044 0.00 0.00 0.01
C 4.74252 5.40339 4.14610 0.02 -0.03 -0.05
S 0.95465 1.40067 1.10954 0.13 0.17 0.09
H 3.94878 2.13320 4.42967 0.01 0.00 -0.01
H 5.91253 2.18893 5.92746 0.01 0.00 0.00
H 7.15717 4.31141 6.27311 -0.01 0.00 0.01
H 6.37901 6.36479 5.11745 0.01 0.00 0.00
H 4.41097 6.29958 3.64959 0.01 0.00 -0.01
C -2.61985 -1.03646 2.61280 0.02 0.25 0.13
H -3.09353 -1.90715 3.08914 -0.14 0.03 -0.09
H -2.61714 -0.19901 3.32583 0.08 -0.04 0.04

---

Entry 2:
57
Properties=species:S:1:pos:R:3:forces:R:3 method="wB97M-V/def2-TZVPD" gap_ev="5.4 / 5.4" homo_energy_ev="-1.13 / -1.10" charge=-2 total_energy_ha=-5501.83985 relative_energy_kj_mol=29.6
Os 0.99688 -1.56051 -0.33030 -0.54 1.84 -0.94
S -0.15110 -6.12939 -1.85423 -0.06 0.03 0.01
As -0.58448 -4.50946 -0.58717 0.33 0.24 -0.11
S -0.71509 -2.48826 -1.64636 -0.21 -0.55 -0.05
S 1.29479 -3.59293 0.39312 -0.08 -1.24 0.66
S -2.11265 -4.72566 0.84934 0.02 0.02 -0.09
C 4.70850 -2.25686 -0.11265 -0.08 -0.05 0.00
N 4.12120 -0.95376 0.01513 -0.08 -0.02 -0.11
C 4.77449 0.17873 0.42430 0.06 -0.03 0.00
C 3.99163 1.26013 0.29303 -0.07 -0.06 -0.20
N 2.77004 0.80569 -0.23732 -0.19 0.10 -0.02
C 2.82168 -0.62183 -0.54317 0.42 -0.14 0.59
S 2.40188 -1.10527 -2.22790 -0.07 0.08 0.18
C 1.62984 1.48356 -0.45763 0.05 -0.04 0.01
C 1.58724 2.88775 -0.49343 -0.07 -0.03 0.05
C 0.39119 3.48178 -0.82588 0.03 0.04 0.02
C -0.72065 2.71328 -1.12561 0.00 0.01 -0.06
C -0.60292 1.32401 -1.04798 -0.24 -0.11 0.19
N 0.53365 0.71506 -0.68451 0.29 -0.06 -0.08
H 5.72655 -2.18582 -0.50802 0.01 -0.01 0.00
H 4.10711 -2.83379 -0.81494 -0.01 0.00 0.00
H 4.72651 -2.79731 0.84026 0.00 0.01 -0.01
H 5.76691 0.12975 0.84481 0.01 0.00 -0.04
H 4.16248 2.27864 0.58699 0.00 0.00 -0.02
H 2.47479 3.46618 -0.28629 0.01 0.00 -0.04
H 0.31976 4.56343 -0.85880 0.00 -0.01 0.00
H -1.67258 3.15462 -1.37742 0.01 0.02 0.07
H -1.49494 -0.47228 -0.97960 -0.03 -0.03 -0.01
C -2.79577 0.42636 3.41984 -0.01 -0.04 -0.04
C -2.79266 -0.41108 2.28331 -0.01 0.01 0.02
C -1.61296 -0.80193 1.71565 0.00 -0.01 0.02
C -0.35846 -0.39086 2.23916 0.01 -0.13 -0.05
C 0.88832 -0.80733 1.64518 0.36 0.07 0.02
C 2.02486 -0.54896 2.37905 -0.05 0.07 0.16
C 2.01702 0.21486 3.57021 0.03 -0.07 -0.09
C 0.85031 0.71562 4.06516 -0.05 0.01 -0.01
C -0.37183 0.39280 3.42405 -0.01 0.05 0.11
C -1.61038 0.80885 3.97836 0.03 -0.01 -0.03
H -3.73486 0.73653 3.86530 0.00 0.00 -0.01
H -3.72489 -0.77508 1.86818 -0.01 0.02 0.02
H -1.62987 -1.49495 0.88300 0.03 -0.02 0.00
H 2.97669 -0.91668 2.02134 0.02 0.05 0.00
H 2.95684 0.42129 4.07338 0.00 -0.01 0.00
H 0.83237 1.33357 4.95764 -0.01 -0.01 0.01
H -1.59387 1.41735 4.87771 0.00 0.01 -0.01
N -1.69054 0.49713 -1.23690 0.20 0.01 -0.29
C -2.65228 0.61388 -2.24364 0.02 0.03 0.20
C -3.71481 -0.29503 -2.20356 -0.05 -0.04 -0.04
C -4.69920 -0.26797 -3.17278 0.02 -0.01 0.01
C -4.66222 0.67287 -4.19700 0.03 0.00 0.00
C -3.60275 1.56585 -4.24421 0.00 -0.01 -0.01
C -2.59708 1.53754 -3.28707 -0.03 0.02 -0.02
H -3.73090 -1.04195 -1.41940 0.01 0.00 0.00
H -5.49876 -0.99775 -3.13138 0.00 0.01 0.00
H -5.43298 0.69049 -4.95741 -0.01 0.01 0.01
H -3.53813 2.28684 -5.05118 0.00 0.00 0.00
H -1.75391 2.20827 -3.36973 -0.02 0.00 -0.01

---

Entry 3:
61
Properties=species:S:1:pos:R:3:forces:R:3 method="wB97M-V/def2-TZVPD" gap_ev=7.3 homo_energy_ev=-7.52 total_energy_ha=-2198.90727 relative_energy_kj_mol=0.0
Hg 0.86340 -0.06796 1.08399 0.51 -0.05 0.17
C -0.48180 2.92494 4.31269 -0.11 -0.03 0.05
C 0.44000 2.56354 3.33139 -0.22 -0.06 -0.02
N -0.14390 1.82424 2.40049 0.32 0.17 -0.31
N -1.43740 1.70614 2.74029 -0.27 0.26 0.25
C -1.66040 2.33844 3.90459 0.10 0.13 0.26
B -2.38200 0.87104 1.85539 0.55 -0.15 -0.07
N -2.00780 1.14814 0.37749 -0.28 0.09 0.12
C -2.77410 1.78694 -0.51951 0.02 0.12 -0.34
C -2.08670 1.85374 -1.71201 -0.05 0.00 0.09
C -0.87060 1.23284 -1.44391 -0.04 -0.06 0.00
N -0.84000 0.81724 -0.18471 0.56 -0.22 -0.17
N -2.14630 -0.60716 2.23649 -0.36 -0.12 0.02
C -2.95940 -1.44256 2.89789 -0.05 -0.33 0.18
C -2.27340 -2.61066 3.15159 -0.04 0.07 0.04
C -1.01000 -2.38946 2.61389 0.00 0.10 0.01
N -0.94810 -1.17936 2.07339 0.20 -0.22 0.00
N -3.85400 1.17804 2.01349 -0.19 0.22 0.27
C -4.53550 2.25424 2.46719 -0.22 0.23 0.09
C -5.87490 2.03404 2.24629 0.12 0.14 0.03
C -5.91770 0.77944 1.62349 0.11 0.17 0.06
N -4.70710 0.28554 1.48499 -0.09 -0.66 -0.47
H -0.30870 3.52444 5.18259 -0.02 0.07 0.19
H 1.48130 2.81264 3.25809 0.20 -0.06 -0.03
H -2.61500 2.30534 4.39109 -0.18 0.04 0.02
H -3.73990 2.17864 -0.27321 -0.23 -0.09 0.14
H -2.41810 2.27594 -2.63861 -0.06 0.13 -0.12
H -0.03590 1.07474 -2.10161 0.19 -0.05 0.05
H -3.96550 -1.17806 3.14099 -0.17 0.09 0.00
H -2.63140 -3.48366 3.65719 -0.08 -0.14 0.10
H -0.15790 -3.04076 2.58779 0.23 -0.07 0.00
H -4.04210 3.10194 2.89779 0.13 0.14 0.06
H -6.70250 2.66904 2.49149 -0.06 0.18 0.07
H -6.76960 0.22864 1.27349 -0.13 -0.12 -0.06
N 3.27670 -1.14376 -2.99041 -0.28 -0.23 -0.20
C 4.50000 -0.47286 -3.08751 0.50 0.30 -0.08
C 5.44950 -0.90806 -3.99681 -0.08 0.03 0.10
C 6.67300 -0.26016 -4.11021 -0.04 -0.10 0.00
C 6.95750 0.82054 -3.30261 0.03 0.07 0.01
C 6.00370 1.27084 -2.39611 0.00 -0.12 -0.10
C 4.78260 0.63834 -2.29521 -0.46 -0.02 0.23
S 3.54570 1.26284 -1.16441 0.58 0.22 -0.21
N 2.32180 0.13954 -1.26031 -0.39 -0.48 -0.36
C 2.30020 -0.84736 -2.07131 0.52 0.68 0.30
C 1.11240 -1.72026 -2.05941 -0.57 -0.51 -0.24
C 0.67940 -2.37616 -3.21351 0.13 0.16 0.19
C -0.45080 -3.17206 -3.14921 -0.10 -0.01 0.19
C -1.12130 -3.27856 -1.94201 0.14 -0.01 -0.19
C -0.62640 -2.57586 -0.85391 -0.28 -0.16 -0.06
N 0.45500 -1.81916 -0.90331 0.29 -0.04 -0.19
H 3.21530 -2.01296 -3.49521 -0.07 0.03 0.17
H 5.22670 -1.76116 -4.62101 -0.02 -0.12 -0.09
H 7.39570 -0.61376 -4.83011 0.06 -0.03 -0.03
H 7.91550 1.31294 -3.37371 0.04 0.08 0.01
H 6.20770 2.12224 -1.76881 0.07 0.16 0.14
H 1.18340 -2.23766 -4.15811 0.10 0.02 -0.04
H -0.79610 -3.69186 -4.03101 -0.07 -0.02 -0.04
H -2.00690 -3.88466 -1.83371 -0.07 -0.04 -0.01
H -1.12970 -2.62196 0.10019 -0.07 0.02 0.07
N 3.72860 -1.18086 2.15819 0.46 -0.23 0.21
C 2.71350 -0.75816 1.82739 -0.79 0.47 -0.41

---

Entry 4:
53
Properties=species:S:1:pos:R:3:forces:R:3 method="wB97M-V/def2-TZVPD" gap_ev="5.7 / 5.8" homo_energy_ev="-5.82 / -8.55" total_energy_ha=-2948.04041 relative_energy_kj_mol=17.1 multiplicity=5
C -0.83432 -1.89687 3.94943 -1.18 -3.05 -0.16
C -0.70940 -1.95895 2.52139 -1.27 -2.87 -0.87
C 0.68538 -2.00407 2.19139 0.13 -2.75 -0.70
H -1.53211 -1.92915 1.80663 0.27 -0.02 0.30
C 1.42747 -1.97030 3.42949 1.32 -2.12 -0.50
C 0.48866 -1.91253 4.50759 0.13 -1.75 1.40
H 0.73709 -1.88719 5.56112 -0.03 -0.05 -0.16
H -1.77133 -1.83825 4.49168 0.21 0.06 -0.14
H 1.10349 -2.01626 1.18234 -0.15 0.01 0.50
H 2.50978 -1.97799 3.51351 -0.29 -0.02 0.03
Rh 0.23936 -0.35428 3.28452 0.75 12.26 0.20
Cl 1.91718 0.93636 1.85933 0.02 -0.16 -0.62
P 0.29591 0.08539 -1.00265 -0.35 0.05 0.63
C 1.49464 -1.07322 -1.65801 0.37 -0.48 -0.04
C 1.21299 -1.90756 -2.75687 0.11 0.23 0.21
H 0.22944 -1.86360 -3.22356 0.25 -0.06 0.03
C 2.20343 -2.75512 -3.24903 0.07 0.08 0.10
H 1.99120 -3.37771 -4.11989 0.10 0.17 0.27
C 3.46104 -2.79327 -2.63747 -0.17 0.26 0.17
H 4.24240 -3.42752 -3.05032 -0.18 0.05 0.13
C 3.72700 -2.00729 -1.50637 -0.16 -0.10 -0.29
H 4.69583 -2.05567 -1.01186 -0.22 -0.01 -0.15
C 2.75166 -1.15158 -1.01091 -0.49 0.22 -0.23
H 2.92084 -0.52579 -0.13116 0.05 -0.17 -0.18
C -1.40536 -0.40900 -1.31322 -0.22 -0.25 0.10
C -1.78354 -1.77113 -1.20352 0.05 0.43 -0.24
H -1.04985 -2.51432 -0.88601 -0.21 0.16 -0.11
C -3.07562 -2.15538 -1.55481 0.18 0.16 0.01
H -3.34383 -3.21056 -1.53295 0.03 0.26 0.04
C -4.00928 -1.19670 -1.96426 0.23 0.17 -0.02
H -4.99403 -1.51103 -2.30925 0.20 0.08 0.22
C -3.67399 0.16259 -1.96466 0.25 -0.28 0.04
H -4.40617 0.90970 -2.26456 0.15 -0.17 0.13
C -2.38221 0.56058 -1.62395 0.20 -0.16 -0.13
H -2.10513 1.61547 -1.64172 -0.12 -0.29 -0.01
C 0.59629 1.76491 -1.51306 0.34 0.76 -0.02
C 1.19713 2.04243 -2.75633 -0.31 -0.03 0.33
H 1.48345 1.21469 -3.40492 -0.05 0.26 0.04
C 1.39311 3.36795 -3.13816 -0.05 -0.01 0.20
H 1.81439 3.58662 -4.12099 -0.10 -0.01 0.34
C 1.05255 4.40388 -2.25863 -0.12 -0.24 0.11
H 1.19648 5.43714 -2.56662 0.05 -0.19 0.07
C 0.52203 4.12790 -0.99022 0.04 -0.13 -0.33
H 0.29038 4.92390 -0.28330 0.07 -0.14 -0.27
C 0.28431 2.81151 -0.61639 0.08 -0.54 -0.22
H -0.10577 2.55431 0.36866 0.02 0.13 -0.15
Cl -2.20809 0.95862 5.25325 0.19 0.28 0.46
C -1.46328 2.32662 4.37557 0.10 -0.05 -0.46
Cl 0.31784 2.41644 4.62796 -0.57 -0.11 0.14
C -1.82932 2.05745 2.88333 0.44 -0.02 -0.45
O -2.66896 2.84279 2.44334 0.43 -0.56 -0.17
O -1.23874 1.06840 2.30790 -0.68 1.19 0.42
H -1.89245 3.27663 4.70724 0.08 -0.47 0.02